(1)
14
Properties=species:S:1:pos:R:3:forces:R:3 method="wB97M-V/def2-TZVPD" de_lowest_kcal_mol=21.91 gap_ev="6.451 / 6.935" e_tot_ha=-410.85076 multiplicity=3 fmax_ev_per_a=6.97 e_lumo_ha="0.032 / -0.109"
F 2.62575 0.86594 -0.61073 1.16 -1.51 0.69
F 2.88031 2.40840 -2.06980 -0.21 0.94 -0.18
N -0.06461 -0.83514 -0.81515 6.32 -0.52 2.89
C -1.16053 -1.05987 -0.20760 -3.60 -1.43 -0.18
C 1.98560 1.56593 -1.55127 -1.56 -0.77 0.11
C -1.31021 -0.45925 2.08513 -0.35 0.12 2.05
C -1.56646 -1.34716 1.14479 0.02 0.86 -0.10
H 0.87275 -0.94979 -0.22044 -1.73 0.96 -2.62
H 1.13570 1.91565 -0.95885 0.05 1.51 -0.62
H -1.93206 -0.49745 2.97939 0.57 -0.12 0.18
H -1.98982 -0.89409 -0.81848 -1.71 -0.05 -1.24
H 1.56281 0.93577 -2.34413 0.55 -0.18 0.00
H -2.35970 -2.03554 1.41168 -0.04 -0.38 -0.78
H -0.67954 0.38660 1.97547 0.53 0.57 -0.20

=====

(2)
19
Properties=species:S:1:pos:R:3:forces:R:3 method="wB97M-V/def2-TZVPD" de_lowest_kcal_mol=92.99 gap_ev=10.085 e_tot_ha=-965.66806 fmax_ev_per_a=4.01 e_lumo_ha=0.012
S -0.44377 -0.10236 -1.82233 0.76 -0.60 0.54
O 0.56021 0.43754 2.70074 0.04 -1.44 0.45
O -0.48848 -1.30318 -2.56677 -0.08 -0.94 -0.78
O -1.29879 0.97709 -2.17530 -0.07 0.36 0.69
O -0.83246 -0.54074 -0.29491 -0.38 0.23 -2.57
N 1.32247 0.72490 1.58671 1.65 0.32 1.34
N 0.60779 1.19978 0.71000 -1.13 1.13 -0.24
C -0.33788 -1.63831 0.39129 -1.01 1.33 3.39
C -0.71555 0.45578 2.28494 0.25 3.21 -2.39
C 1.28417 0.39467 -1.81390 1.18 -0.18 -2.23
C -0.71674 1.13140 1.06381 0.94 -0.18 1.96
H -0.66209 -1.05888 1.62109 0.90 -2.33 -2.81
H 1.39743 1.25955 -2.55501 -0.45 -1.30 0.85
H -1.52884 0.46712 2.92117 -1.08 -0.47 1.66
H -1.43409 1.53162 0.40165 -0.80 0.25 -0.09
H 0.77427 -1.68195 0.39801 -0.97 -0.67 -0.36
H 1.72659 0.74960 -0.89670 -0.34 -0.28 0.02
H -1.04557 -2.49042 0.27766 1.29 0.31 0.00
H 1.83132 -0.51324 -2.23214 -0.70 1.26 0.57